No. 1
ORCA calculation (ωB97M-V/def2-TZVPD) on an isolated ion of composition C9H16NO and charge +1 at a distorted geometry.

ORCA input file:
```
! RIJCOSX wB97M-V def2-TZVPD def2/J DEFGRID3
* xyz 1 1
C -2.2660 -0.6425 0.4153
C -2.7768 -1.4415 1.2280
C -2.0814 0.3064 -0.5589
C -1.3820 1.6089 -0.1502
C 1.1422 1.7818 -0.5224
C 0.0762 1.3523 0.4427
C 1.5864 -0.4862 -0.0857
C 2.5762 -1.1949 0.7246
C 1.1295 -1.2541 -1.3269
N 0.2901 -0.0134 0.7738
O 2.1689 0.8311 -0.4213
H -2.1686 -2.2511 1.7130
H -3.9064 -1.6214 1.1211
H -1.7847 -0.2018 -1.4435
H -3.1939 0.5105 -0.7757
H -1.5027 2.2822 -0.9533
H -1.9842 2.2134 0.5033
H 0.7572 1.8361 -1.5931
H 1.5148 2.8178 -0.2680
H 0.1002 2.0251 1.3011
H 2.5696 -0.7199 1.6736
H 3.4798 -1.3079 0.2162
H 2.2403 -2.2715 0.9956
H 0.2924 -0.7648 -1.6845
H 0.9604 -2.2308 -1.0139
H 1.8556 -1.0285 -2.1070
H 0.3070 -0.1352 1.7963
*
```

As for the LUMO energy: -5.359 eV. The orbital gap is 7.960 eV. The calculation puts the energy above the lowest of the compared OMol25 structures with the same formula, charge and spin at 450.2 kJ/mol. The HOMO energy is -13.32 eV. Its electronic energy is -482.1214 Ha.

These are the Mulliken partial charges, in e, on atoms 1 to 2: 0.411, -0.589

No. 2
ORCA calculation (ωB97M-V/def2-TZVPD) on a 3-piece molecular cluster, C14H36N3O3 overall at a distorted geometry.

ORCA input file:
```
! RIJCOSX wB97M-V def2-TZVPD def2/J DEFGRID3
* xyz 1 1
C 0.1531 2.1987 2.6424
C -0.6633 2.1337 1.3461
C -0.0157 3.0361 0.2899
C -0.7539 0.6752 0.8479
C -2.1439 0.1681 0.4163
C -2.9714 -0.2781 1.6171
C -2.8158 1.1982 -0.4705
O -4.1193 0.7903 -0.9854
N -5.1325 1.0890 -0.0952
C -5.6663 2.3182 -0.1425
N -6.6626 2.6073 0.7009
N -5.2097 3.2311 -1.0324
H -0.4516 1.9354 3.5121
H 1.0049 1.5185 2.5959
H 0.5231 3.2106 2.8201
H -1.6572 2.5306 1.5861
H -0.2696 2.7364 -0.7290
H 1.0704 2.9579 0.3652
H -0.2748 4.0860 0.4335
H -0.0302 0.5208 0.0473
H -0.4238 0.0256 1.6613
H -1.9785 -0.7093 -0.2155
H -3.9494 -0.6648 1.3245
H -2.4634 -1.0995 2.1193
H -3.1247 0.5354 2.3321
H -2.9131 2.1753 0.0022
H -2.2339 1.3411 -1.3799
H -5.7503 0.2849 -0.0249
H -6.7171 3.5553 1.0548
H -6.8164 1.9352 1.4459
H -5.3215 3.0453 -2.0165
H -4.7207 4.0637 -0.7503
C 4.5064 0.3407 -0.5843
C 3.3024 0.3583 0.3425
C 3.5330 -0.4926 1.5810
O 2.1294 -0.0711 -0.3501
H 4.7006 -0.6808 -0.9246
H 4.3238 0.9601 -1.4620
H 5.4007 0.7063 -0.0785
H 3.0901 1.3878 0.6427
H 3.7043 -1.5335 1.2932
H 2.6625 -0.4656 2.2379
H 4.4022 -0.1482 2.1423
H 2.2749 -0.9795 -0.6504
C 3.1437 -5.0140 -3.2744
C 3.2212 -3.8574 -2.2934
C 3.8027 -4.2864 -0.9564
O 1.9313 -3.2609 -2.1158
H 2.4945 -5.8005 -2.8788
H 2.7318 -4.6812 -4.2265
H 4.1286 -5.4460 -3.4527
H 3.8350 -3.0606 -2.7188
H 3.1714 -5.0531 -0.4985
H 3.8586 -3.4412 -0.2690
H 4.8045 -4.6998 -1.0760
H 1.3457 -3.9330 -1.7482
*
```

As for the LUMO energy: -3.682 eV. The orbital gap is 8.301 eV. The HOMO energy is -11.98 eV. Its electronic energy is -944.7159 Ha.

These are the Mulliken partial charges, in e, on atoms 1 to 2: -1.634, 1.153

No. 3
ORCA calculation (ωB97M-V/def2-TZVPD) on C33H31BiN9O3S3Sb as an isolated structure.

ORCA input file:
```
! RIJCOSX wB97M-V def2-TZVPD def2/J DEFGRID3
* xyz -1 2
Bi -1.8122 0.8532 1.6142
C 2.9611 2.7808 -2.3442
C 1.7455 1.9325 -2.0780
C 1.8041 0.5355 -2.0893
C 0.7117 -0.2417 -1.7675
C -0.5421 0.3196 -1.4471
N -1.6163 -0.4228 -1.0204
C -2.0157 -1.4517 -1.8010
C -1.7132 -1.5524 -3.1851
C -2.1920 -2.5654 -3.9905
C -3.0128 -3.5754 -3.4968
C -3.5383 -4.6844 -4.3693
C -3.3215 -3.5073 -2.1456
C -2.8595 -2.4887 -1.3251
N -3.2635 -2.5509 0.0446
C -4.5012 -2.8399 0.4918
C -4.4054 -3.1078 1.8372
C -3.0398 -2.9501 2.1225
N -2.3575 -2.6169 1.0365
C -0.5976 1.7239 -1.5248
C 0.5199 2.5079 -1.7860
N -1.8595 2.3849 -1.4355
C -2.3795 3.2395 -2.3394
C -3.5957 3.6616 -1.8526
C -3.7359 2.9922 -0.6270
N -2.6827 2.2270 -0.3953
H 3.7913 2.1731 -2.7072
H 2.7584 3.5479 -3.0942
H 3.2991 3.2921 -1.4388
H 2.7434 0.0474 -2.3366
H 0.7964 -1.3219 -1.7490
H -1.1025 -0.7770 -3.6297
H -1.9255 -2.5643 -5.0434
H -3.1223 -4.6129 -5.3752
H -3.2779 -5.6695 -3.9742
H -4.6271 -4.6494 -4.4609
H -3.9312 -4.2833 -1.6934
H -5.3458 -2.8086 -0.1744
H -5.2054 -3.3380 2.5188
H -2.5278 -3.0287 3.0684
H 0.4087 3.5863 -1.7559
H -1.8507 3.4596 -3.2508
H -4.2871 4.3413 -2.3184
H -4.5342 3.0237 0.0965
S -5.5326 1.2077 5.2744
Sb -4.3491 -0.1566 3.8947
S -4.3841 0.5132 1.6067
S -2.0006 -0.0670 4.1405
N 8.5384 0.9104 -0.7619
C 7.5521 1.0069 -0.1788
C 6.3203 1.1301 0.5513
C 6.3449 1.4997 1.8947
C 5.1620 1.6241 2.5982
C 3.9501 1.3644 1.9651
C 3.9201 0.9830 0.6269
C 5.1030 0.8769 -0.0790
N 2.7437 1.4694 2.6748
C 2.5123 1.0819 3.9863
C 1.1745 1.2112 4.1756
N 0.5755 1.6681 3.0233
C 1.5312 1.7959 2.1485
H 7.2916 1.7006 2.3775
H 5.1716 1.9377 3.6333
H 2.9727 0.7368 0.1651
H 5.0879 0.5787 -1.1190
H 3.3038 0.7376 4.6276
H 0.5954 0.9994 5.0585
H 1.4017 2.1442 1.1346
C 2.8796 -2.5778 1.3333
C 1.4844 -2.0297 1.1198
N 0.5563 -2.9062 0.6992
O 1.2328 -0.8506 1.3310
H 3.0320 -3.5506 0.8667
H 3.0473 -2.6711 2.4075
H 3.6073 -1.8681 0.9437
H 0.7899 -3.8779 0.6084
H -0.4366 -2.6452 0.6932
O -0.5970 3.5840 1.0794
C -1.4627 3.7671 1.9267
O -2.2444 2.8749 2.4232
H -1.6362 4.7754 2.3412
*
```

As for the LUMO energy (spin up / spin down): 1.897 / 0.853 eV. The orbital gap (spin up / spin down) is 6.055 / 5.012 eV. The calculation puts the energy above the lowest of the compared OMol25 structures with the same formula, charge and spin at 0.0 kJ/mol. As for the expectation value of S²: 0.761. The HOMO energy (spin up / spin down) is -4.16 / -4.16 eV. Its electronic energy is -3644.2680 Ha.

These are the Mulliken partial charges, in e, on atoms 1 to 2: 2.406, -1.722

No. 4
ORCA calculation (ωB97M-V/def2-TZVPD) on a 2-piece molecular cluster, C2H8N2O4S overall at a distorted geometry.

ORCA input file:
```
! RIJCOSX wB97M-V def2-TZVPD def2/J DEFGRID3
* xyz 0 1
C 0.4399 -1.9082 -0.0467
C -0.8670 -1.2357 0.4330
N 1.6363 -1.4700 0.5337
N -0.9856 3.4042 -1.3523
O 0.1386 0.5662 -0.9911
O 0.1865 0.8359 1.5710
O -0.9077 3.0355 -0.1868
O -0.4659 2.6905 -2.2938
S -0.7879 0.5546 0.2090
H 0.3527 -2.9502 0.2806
H 0.4279 -1.9400 -1.1874
H -1.1204 -1.3683 1.4509
H -1.7582 -1.4736 -0.2051
H 1.7446 -1.7339 1.5889
H 1.9739 -0.5204 0.3362
H 0.1965 1.8504 1.8564
H -0.2042 1.6629 -1.9963
*
```

As for the LUMO energy: 0.495 eV. The orbital gap is 9.523 eV. The calculation puts the energy above the lowest of the compared OMol25 structures with the same formula, charge and spin at 281.3 kJ/mol. The HOMO energy is -9.03 eV. Its electronic energy is -889.5124 Ha.

These are the Mulliken partial charges, in e, on atoms 1 to 2: -0.630, -0.646

No. 5
ORCA calculation (ωB97M-V/def2-TZVPD) on C2H2INO2 as an isolated structure at a distorted geometry.

ORCA input file:
```
! RIJCOSX wB97M-V def2-TZVPD def2/J DEFGRID3
* xyz 0 1
C 0.9441 -0.9642 0.0033
C -0.2613 -0.4629 0.0533
N -0.4615 1.3780 -0.0040
O 0.5792 1.9551 0.1542
O -1.5557 1.7743 -0.0941
I -2.1703 -1.4194 0.0180
H 1.2277 -2.0818 -0.0752
H 1.6979 -0.1793 -0.0554
*
```

As for the LUMO energy: -0.134 eV. The orbital gap is 9.752 eV. The calculation puts the energy above the lowest of the compared OMol25 structures with the same formula, charge and spin at 467.1 kJ/mol. The HOMO energy is -9.89 eV. Its electronic energy is -580.1715 Ha.

These are the Mulliken partial charges, in e, on atoms 1 to 2: -0.450, -0.023

No. 6
ORCA calculation (ωB97M-V/def2-TZVPD) on C19H20F6MgN2O4PS as an isolated structure.

ORCA input file:
```
! RIJCOSX wB97M-V def2-TZVPD def2/J DEFGRID3
* xyz 0 2
Mg 0.3846 -0.0743 -0.0350
C -3.5453 0.7898 2.6920
O -3.3730 1.5126 1.4740
C -3.5036 0.7392 0.3465
C -4.5753 0.9116 -0.4708
C -4.7255 0.1548 -1.6633
C -3.7765 -0.7514 -2.0078
C -2.6071 -0.9300 -1.2187
C -1.6300 -1.8544 -1.6121
N -0.4387 -1.8339 -1.0378
N 0.3170 -2.8942 -1.1378
C 1.4268 -2.7187 -0.3412
O 1.5704 -1.7109 0.3832
C 2.4321 -3.7946 -0.3605
C 2.3029 -4.8796 -1.2256
C 3.2754 -5.8657 -1.2426
C 4.3723 -5.7759 -0.3966
C 4.5014 -4.6955 0.4680
C 3.5356 -3.7053 0.4851
C -2.4509 -0.1961 0.0311
O -1.4816 -0.3521 0.8360
H -3.4568 1.5169 3.4969
H -2.7836 0.0177 2.7993
H -4.5401 0.3379 2.7284
H -5.3211 1.6451 -0.1901
H -5.5946 0.3142 -2.2861
H -3.8695 -1.3319 -2.9178
H -1.8430 -2.6103 -2.3662
H 1.4420 -4.9361 -1.8760
H 3.1785 -6.7058 -1.9175
H 5.1301 -6.5486 -0.4119
H 5.3584 -4.6263 1.1250
H 3.6200 -2.8516 1.1433
O 0.6588 1.5243 1.1111
S 0.8004 2.3403 2.3642
C -0.6263 3.4551 2.2895
C -0.2664 4.4787 1.2226
C 1.1460 4.9313 1.5794
C 1.9572 3.6636 1.8513
H -0.7362 3.9103 3.2772
H -1.4917 2.8294 2.0662
H -0.9737 5.3079 1.2155
H -0.2824 4.0056 0.2388
H 1.1145 5.5524 2.4778
H 1.6084 5.5183 0.7866
H 2.7373 3.7825 2.6006
H 2.3879 3.2463 0.9401
F 2.0129 0.7057 -1.1795
P 1.2597 1.3357 -2.5379
F 0.4110 1.8988 -3.7476
F 1.3446 2.7859 -1.8565
F 2.6544 1.5259 -3.2551
F 1.1185 -0.1691 -3.0789
F -0.1662 1.0746 -1.6584
*
```

As for the LUMO energy (spin up / spin down): -0.357 / -2.214 eV. The orbital gap (spin up / spin down) is 7.508 / 6.085 eV. The calculation puts the energy above the lowest of the compared OMol25 structures with the same formula, charge and spin at 46.5 kJ/mol. As for the expectation value of S²: 0.786. The HOMO energy (spin up / spin down) is -7.86 / -8.30 eV. Its electronic energy is -2685.6479 Ha.

These are the Mulliken partial charges, in e, on atoms 1 to 2: 1.230, -0.786